Record 1
A cluster of 3 separate species, C4H15NO2 in total at a distorted geometry, computed with ωB97M-V with the def2-TZVPD basis set.

```
22
C4H15NO2 (ωB97M-V with the def2-TZVPD basis set)
C -0.45976 2.65667 -1.17992
C -1.44219 1.62375 -0.74131
N -1.17096 0.38786 -1.41473
C -1.83555 -0.69262 -0.61864
C -0.96625 -1.13788 0.56096
H -0.64392 3.73623 -0.77472
H -0.56532 3.04693 -2.22208
H 0.54196 2.18885 -1.01114
H -1.51023 1.47957 0.34875
H -2.39940 2.23044 -0.94307
H -1.65846 0.41254 -2.22754
H -2.12554 -1.59104 -1.25834
H -2.71812 -0.28684 -0.22331
H 0.08094 -1.29138 0.32402
H -1.05823 -0.37215 1.35249
H -1.61158 -1.93414 0.92933
O 4.47573 -2.96568 1.30580
H 4.93716 -2.60125 2.03440
H 3.87322 -3.39330 1.86395
O 2.02290 -0.23010 0.98369
H 2.24903 -1.11514 0.90413
H 1.98457 -0.15132 2.00728
```

The calculated total energy is -9974.359 eV. As for the SMILES: CCNCC.O.O. Its net charge is 0. The calculation puts the HOMO-LUMO gap at 9.381 eV. The value obtained for the energy above the lowest of the compared OMol25 structures with the same formula, charge and spin is 2.7276 eV.

=====

Record 2
A structure of composition C27H58NO11 at a distorted geometry, computed with ωB97M-V with the def2-TZVPD basis set.

```
97
C27H58NO11 (ωB97M-V with the def2-TZVPD basis set)
N -0.14140 0.44925 0.33194
H -0.25930 -0.43958 0.88155
H 0.04712 1.32640 0.82088
H -0.98768 0.29283 -0.15155
H 0.49974 0.08874 -0.37321
O 1.99807 2.56294 -0.26716
C 2.98677 3.27915 -0.64126
O 3.02875 4.43416 -1.28888
C 1.87675 5.16108 -1.71865
C 2.38130 6.33735 -2.40122
C 4.42584 2.96605 -0.17413
H 1.31333 5.58013 -0.84549
H 1.22438 4.50170 -2.37891
H 2.97803 6.94214 -1.79472
H 1.48405 7.19299 -2.28938
H 2.79895 6.26111 -3.32308
H 4.83302 3.82736 0.38973
H 5.16142 2.39377 -0.95002
H 4.44385 2.09878 0.51886
O 1.74527 -2.01219 3.65619
C 0.94140 -0.96905 3.71479
O 1.23432 0.21696 3.31483
C 2.52365 0.63011 2.93662
C 2.58688 2.19529 2.97771
C -0.49660 -1.04955 4.30116
H 2.97515 0.45807 2.06972
H 3.29561 0.09135 3.55874
H 1.88116 2.78608 2.23751
H 3.51066 2.36649 2.68793
H 2.30475 2.44953 3.95300
H -0.54628 -1.58358 5.16530
H -1.35220 -1.42877 3.86147
H -0.77759 0.04061 4.65529
O 1.01216 -6.57437 -1.96870
C 0.16066 -5.69544 -2.03856
O 0.51081 -4.38814 -1.96954
C 1.94438 -3.97557 -2.14118
C 2.03394 -2.49926 -2.22543
C -1.28653 -5.93775 -2.01562
H 2.31262 -4.23498 -2.87168
H 2.70751 -4.23130 -1.46316
H 2.97415 -2.05335 -2.53508
H 1.85301 -2.20011 -1.16665
H 1.43122 -2.01774 -2.92986
H -1.89981 -5.51494 -1.03489
H -1.37448 -6.96716 -1.77281
H -1.73834 -5.78390 -2.89353
C -2.50176 4.48959 0.70906
C -1.98833 4.09996 -0.69207
O -1.39280 2.91837 -0.93214
C -2.29749 4.98772 -1.86178
H -1.64301 5.01934 0.96770
H -2.28050 3.49441 1.23389
H -3.45679 4.92927 0.74280
H -2.40888 4.37109 -2.67339
H -1.43690 5.52463 -2.17024
H -3.24396 5.56672 -2.12912
C -4.13231 -0.50252 2.76119
C -3.44824 0.85614 2.87686
O -2.16225 0.92126 2.74146
C -4.28888 2.09287 3.00958
H -5.17201 -0.41266 3.14438
H -3.48188 -1.37222 3.39551
H -4.18497 -0.74081 1.62559
H -5.18971 2.19456 3.83636
H -4.85447 2.21399 1.99535
H -3.69111 3.01940 3.18922
C -2.04516 -0.37018 -2.89770
C -0.60846 0.18609 -3.03979
O 0.41535 -0.51549 -2.58346
C -0.54295 1.44454 -3.86481
H -2.26414 -1.01731 -3.76709
H -2.71574 0.43111 -2.59271
H -2.14778 -0.89556 -1.98914
H -0.19746 2.27234 -3.09081
H -1.35998 2.08434 -4.14913
H 0.09771 1.43036 -4.58579
C -3.69887 -3.60856 0.60670
C -2.39358 -3.05341 0.09230
O -1.81775 -1.98221 0.64389
C -1.67208 -3.86812 -0.94008
H -3.27861 -4.62884 0.87525
H -4.42333 -3.52007 -0.13235
H -4.14719 -3.30692 1.62280
H -1.40211 -4.84248 -0.47214
H -0.64631 -3.43668 -1.09519
H -2.17808 -3.78044 -1.83163
C 4.11782 -2.31910 0.65294
C 2.59086 -2.52053 0.50136
O 1.78223 -1.70942 -0.16768
C 2.10571 -3.99432 0.99248
H 4.30260 -1.28738 0.49571
H 4.76834 -2.89199 -0.22522
H 4.27521 -2.46241 1.73523
H 1.00290 -3.90177 0.94252
H 2.19542 -4.33135 1.87348
H 2.58122 -4.64904 0.21100
```

The calculated total energy is -52927.189 eV. Its net charge is +1. The calculation puts the HOMO-LUMO gap at 8.261 eV. The value obtained for the energy above the lowest of the compared OMol25 structures with the same formula, charge and spin is 9.1224 eV.

=====

Record 3
A cluster of 2 separate species, C3H8NO3 in total at a distorted geometry, computed with ωB97M-V with the def2-TZVPD basis set.

```
15
C3H8NO3 (ωB97M-V with the def2-TZVPD basis set)
C 1.70098 0.80881 0.68807
N 1.75901 -0.16400 -0.25613
C 0.61689 -0.76141 -0.91074
C -0.33803 0.35391 -1.56946
O -1.40930 -0.21612 -2.08114
O 2.62373 1.10844 1.39368
H 0.72714 1.31505 0.69596
H 2.53699 -0.78613 -0.13303
H 0.04499 -1.39298 -0.25005
H 0.95096 -1.23869 -1.82808
H 0.35028 0.86979 -2.27502
H -0.49665 1.00628 -0.69495
H -2.83438 -0.73809 2.42109
H -3.83576 -0.74840 1.32030
O -3.75839 -0.96116 2.25951
```

As for the spin multiplicity: 2. The calculated total energy is -10870.605 eV. Its net charge is 0. The calculation puts the HOMO-LUMO gap (spin up / spin down) at 10.701 / 8.037 eV. The expectation value of S² is 0.755. The value obtained for the energy above the lowest of the compared OMol25 structures with the same formula, charge and spin is 1.0637 eV.

=====

Record 4
A structure of composition C34H44ClGe2N2RhS2, computed with ωB97M-V with the def2-TZVPD basis set.

```
86
C34H44ClGe2N2RhS2 (ωB97M-V with the def2-TZVPD basis set)
Rh -0.47784 0.32938 0.26654
S 0.30518 2.36762 0.40436
C -1.10930 3.39017 0.13212
N -0.90746 4.68559 -0.15998
C -2.07789 5.46553 -0.55270
C -3.26894 5.06808 0.29382
N -3.48325 3.62558 0.20430
C -4.85033 3.14777 0.47651
C -5.20955 3.35209 1.92423
C -4.86205 2.39418 2.87185
C -5.15752 2.59881 4.20989
C -5.80163 3.76143 4.60856
C -6.16164 4.71513 3.66765
C -5.86748 4.50930 2.32870
C -2.39500 2.84178 0.20128
S -2.58014 1.08295 0.22425
C 0.43555 5.25847 -0.32341
C 1.21877 4.63770 -1.45759
C 2.58056 4.40503 -1.29320
C 3.33042 3.86558 -2.32754
C 2.71877 3.54026 -3.52935
C 1.35893 3.76435 -3.69644
C 0.61369 4.31813 -2.66701
H -2.28555 5.29024 -1.61423
H -1.85420 6.52184 -0.41592
H -4.16620 5.56789 -0.06943
H -3.12690 5.33950 1.34483
H -4.90269 2.10085 0.18405
H -5.51020 3.71305 -0.18413
H -4.37636 1.47684 2.56148
H -4.89710 1.84694 4.94085
H -6.03750 3.91748 5.65183
H -6.68131 5.61148 3.97444
H -6.17830 5.24183 1.59317
H 0.97760 5.15123 0.61882
H 0.28226 6.32616 -0.48352
H 3.05894 4.65427 -0.35424
H 4.39205 3.70878 -2.19811
H 3.30236 3.12788 -4.34092
H 0.88347 3.52633 -4.63746
H -0.44145 4.50281 -2.82374
C 4.10390 0.01590 1.76003
C 2.56971 -0.02609 1.80497
Ge 1.89680 -0.66208 0.06954
C 2.28459 0.25899 -1.62766
C 3.71511 -0.08029 -2.06748
C 2.34087 -2.52367 -0.11369
C 1.77461 -3.73336 -0.17798
Ge -0.15131 -4.08912 -0.10537
C -1.07079 -4.42218 -1.79455
C -0.80802 -5.75795 -2.48709
C -0.88828 -4.79911 1.55831
C -0.62965 -6.26935 1.88135
C 2.57529 -4.98293 -0.32443
C 1.90788 -6.19608 -0.46671
C 2.59123 -7.39487 -0.61070
C 3.97578 -7.39373 -0.61373
C 4.66290 -6.19249 -0.47446
C 3.97479 -5.00360 -0.33279
H 4.49062 0.28276 2.74369
H 4.46651 0.76266 1.05185
H 4.53586 -0.94911 1.49449
H 2.16793 0.94912 2.07472
H 2.22132 -0.74304 2.55074
H 2.13793 1.33447 -1.53061
H 1.57039 -0.10791 -2.36883
H 4.46255 0.25921 -1.34844
H 3.92509 0.41562 -3.01578
H 3.84870 -1.14956 -2.22744
H 3.43151 -2.52975 -0.16941
H -0.79471 -3.59211 -2.45118
H -2.13709 -4.30852 -1.58527
H 0.24485 -5.89155 -2.73658
H -1.37566 -5.80750 -3.41498
H -1.12055 -6.60084 -1.87053
H -1.96352 -4.61127 1.50581
H -0.50274 -4.15986 2.35727
H -1.03764 -6.92996 1.11603
H -1.11316 -6.52671 2.82249
H 0.43246 -6.48596 1.98772
H 0.82035 -6.25165 -0.47618
H 2.04071 -8.31780 -0.72024
H 4.52011 -8.32076 -0.72458
H 5.74360 -6.18837 -0.47516
H 4.55036 -4.09641 -0.22367
Cl -1.18197 -1.93349 0.20189
```

As for the spin multiplicity: 5. The calculated total energy is -189170.145 eV. Its net charge is +2. The calculation puts the HOMO-LUMO gap (spin up / spin down) at 6.882 / 5.298 eV. The expectation value of S² is 6.030. The value obtained for the energy above the lowest of the compared OMol25 structures with the same formula, charge and spin is 0.0213 eV.